{"formula": "C16H10F4N2O2S", "method": "the ωB97M-V functional and the def2-TZVPD basis", "homo_energy_ev": -7.88, "total_energy_ev": -45532.7013, "charge": 0, "spin_multiplicity": 1, "lumo_energy_ha": -0.077, "smiles": "O=C1C(F)=C(F)C(=O)C(F)=C1F.c1ccc2c(c1)SC1=NCCCN12", "homo_lumo_gap_ev": 5.7855, "elements": ["O", "C", "C", "F", "C", "F", "C", "O", "C", "F", "C", "F", "C", "C", "C", "C", "C", "C", "S", "C", "N", "C", "C", "C", "N", "H", "H", "H", "H", "H", "H", "H", "H", "H", "H"], "coordinates": [[-0.26783, -4.54460, 3.81733], [-0.26657, -3.33674, 3.79946], [-1.51821, -2.59145, 3.79368], [-2.67884, -3.26137, 3.79776], [-1.51705, -1.24642, 3.81748], [-2.67728, -0.57614, 3.81943], [-0.26379, -0.50496, 3.86544], [-0.26272, 0.70073, 3.96312], [0.98805, -1.24926, 3.81965], [2.14975, -0.58123, 3.82288], [0.98666, -2.59391, 3.79623], [2.14587, -3.26649, 3.80304], [0.99383, -1.33146, -4.73085], [0.92778, 0.02635, -5.00874], [0.63374, 0.93327, -4.01281], [0.39902, 0.47373, -2.71784], [0.46125, -0.89640, -2.44713], [0.76186, -1.79475, -3.45034], [0.11564, -1.22371, -0.74338], [-0.11879, 0.49681, -0.38400], [-0.43667, 0.95329, 0.77592], [-0.57170, 2.34634, 0.91202], [-0.87890, 3.12889, -0.37521], [0.04010, 2.69192, -1.51144], [0.09268, 1.22751, -1.55572], [1.22223, -2.02868, -5.51969], [1.10734, 0.37389, -6.01425], [0.58175, 1.98730, -4.22346], [0.81088, -2.84491, -3.22081], [-1.36464, 2.51434, 1.65336], [0.34986, 2.72695, 1.37076], [-1.91905, 2.94880, -0.66932], [-0.79808, 4.21095, -0.20652], [-0.28983, 3.07915, -2.48203], [1.06162, 3.05226, -1.35403]]}

***

{"formula": "C16H112F2O44", "method": "the ωB97M-V functional and the def2-TZVPD basis", "homo_energy_ev": -8.69, "total_energy_ev": -113934.8189, "charge": 0, "spin_multiplicity": 1, "lumo_energy_ha": -0.015, "homo_lumo_gap_ev": 8.2790, "elements": ["C", "C", "O", "C", "C", "C", "F", "C", "C", "C", "C", "O", "C", "C", "C", "C", "O", "O", "C", "C", "C", "F", "H", "H", "H", "H", "H", "H", "H", "H", "H", "H", "H", "H", "H", "H", "H", "H", "H", "H", "H", "H", "H", "H", "H", "H", "H", "H", "H", "H", "H", "H", "H", "H", "O", "H", "H", "O", "H", "H", "O", "H", "H", "O", "H", "H", "O", "H", "H", "O", "H", "H", "O", "H", "H", "O", "H", "H", "O", "H", "H", "O", "H", "H", "O", "H", "H", "O", "H", "H", "O", "H", "H", "O", "H", "H", "O", "H", "H", "O", "H", "H", "O", "H", "H", "O", "H", "H", "O", "H", "H", "O", "H", "H", "O", "H", "H", "O", "H", "H", "O", "H", "H", "O", "H", "H", "O", "H", "H", "O", "H", "H", "O", "H", "H", "O", "H", "H", "O", "H", "H", "O", "H", "H", "O", "H", "H", "O", "H", "H", "O", "H", "H", "O", "H", "H", "O", "H", "H", "O", "H", "H", "O", "H", "H", "O", "H", "H", "O", "H", "H", "O", "H", "H"], "coordinates": [[2.22109, -0.75697, 0.67731], [1.24261, -0.48170, -0.45906], [-0.05627, -0.98082, -0.18561], [-0.78032, -1.61878, -1.22699], [-0.99670, -0.55491, -2.36035], [-0.60374, -0.93611, -3.77558], [-0.89254, 0.15058, -4.64890], [-0.03050, -2.85672, -1.75646], [0.60257, -3.79381, -0.71965], [1.71951, -4.62075, -1.34783], [2.50392, -5.45915, -0.35266], [1.69567, -6.41959, 0.31190], [1.28461, -6.08527, 1.62895], [-2.17248, -1.98567, -0.57841], [-2.71758, -0.73976, 0.14801], [-4.00752, -0.86287, 0.98969], [-4.76823, -2.05179, 0.77674], [-2.04483, -3.08115, 0.31445], [-1.50554, -2.85914, 1.59699], [-3.10866, -2.52182, -1.73416], [-4.28726, -1.64093, -2.09860], [-3.60854, -3.77984, -1.41506], [2.74933, -1.70922, 0.62340], [2.91542, 0.07889, 0.69667], [1.63619, -0.69699, 1.59833], [1.17390, 0.60986, -0.49717], [1.65017, -0.79460, -1.42828], [-2.03382, -0.21510, -2.39273], [-0.42808, 0.34842, -2.12659], [0.47791, -1.07165, -3.84519], [-1.08478, -1.83426, -4.16562], [-0.68294, -3.46990, -2.38286], [0.78127, -2.52164, -2.41044], [0.93644, -3.26396, 0.17477], [-0.17454, -4.49191, -0.39920], [1.25562, -5.29856, -2.07393], [2.42324, -4.01341, -1.93196], [3.27933, -6.01674, -0.88984], [3.02846, -4.80379, 0.35454], [1.46913, -6.94795, 2.27709], [0.20877, -5.88523, 1.65493], [1.84893, -5.24687, 2.03117], [-2.85277, 0.08774, -0.54766], [-1.92343, -0.40238, 0.81476], [-3.75031, -0.77430, 2.04983], [-4.65281, -0.00901, 0.76244], [-4.74153, -2.58608, 1.57065], [-1.45076, -3.83955, 2.07573], [-2.14893, -2.22490, 2.22021], [-0.50695, -2.42181, 1.58673], [-2.51174, -2.69309, -2.63148], [-5.14764, -1.86433, -1.46861], [-4.07358, -0.58157, -2.05489], [-4.59173, -1.85397, -3.12888], [0.93343, 1.17596, 3.07710], [-0.02132, 1.30036, 3.07656], [1.28714, 2.03197, 3.34775], [3.43317, -4.91399, 3.83152], [4.27607, -5.30459, 3.57871], [3.63307, -4.36654, 4.59648], [-5.10231, 1.15730, -3.10846], [-4.77656, 1.15514, -4.01261], [-5.82369, 1.80833, -3.14005], [1.58533, -8.53603, -1.73151], [1.65767, -7.81422, -1.08905], [2.47605, -8.62078, -2.08526], [0.72548, 2.73390, -1.04638], [1.27030, 2.74803, -1.84049], [-0.03325, 3.29906, -1.22555], [1.54742, -2.40991, -5.92548], [1.94482, -2.37175, -6.80061], [0.77763, -1.83535, -5.98197], [4.74040, -8.23576, -0.74567], [5.25288, -8.81440, -1.31962], [4.53459, -8.79895, 0.01168], [0.57044, 2.27741, 5.71304], [1.17239, 1.66129, 5.27526], [0.36211, 1.86745, 6.55917], [-7.01908, 0.79313, -0.73072], [-6.55347, 0.29699, -1.41684], [-7.22535, 0.13183, -0.06241], [5.17909, -0.18136, -0.38918], [5.31815, -0.76372, -1.14378], [5.55420, 0.67149, -0.65380], [-5.96576, 3.71705, -3.84055], [-5.71358, 4.35798, -3.15986], [-5.15105, 3.63405, -4.34500], [-4.50946, 2.58222, -0.53474], [-5.32400, 2.97099, -0.19363], [-4.81239, 2.08778, -1.30949], [6.55585, -8.59918, 1.49885], [6.42701, -7.94760, 0.79878], [6.83941, -8.09694, 2.26981], [7.84270, -1.14559, 0.71978], [7.04906, -0.71127, 0.37806], [7.58644, -1.44136, 1.59744], [-8.72165, 2.71865, -2.58721], [-8.10624, 2.56647, -1.85849], [-8.24527, 3.31298, -3.18270], [6.39577, 2.37428, -1.11005], [6.41273, 3.16568, -0.56212], [7.22576, 2.38311, -1.59939], [-0.14839, 2.96473, -5.97211], [-0.19430, 2.10011, -5.54109], [-0.40353, 2.78136, -6.88253], [7.34991, -7.20239, 4.45695], [8.22553, -7.52197, 4.21626], [7.49418, -6.62974, 5.21551], [-1.92047, 2.56773, -3.28760], [-1.82633, 2.08254, -4.11304], [-1.40239, 3.36862, -3.42466], [-5.06221, 4.83902, 1.27040], [-4.28739, 4.42323, 0.87369], [-4.73394, 5.27906, 2.06076], [-0.76656, -6.58999, -2.72299], [-0.25650, -6.92095, -1.97644], [-1.67392, -6.85000, -2.52804], [0.12863, 4.96641, 6.45926], [-0.70058, 5.17565, 6.01805], [0.40061, 4.14083, 6.02381], [-3.81572, 5.18921, -3.02969], [-2.96110, 4.78857, -2.85305], [-3.62421, 6.12155, -3.18817], [-1.00008, 4.14720, 3.64403], [-1.95925, 4.15107, 3.71673], [-0.80509, 4.93668, 3.12915], [-2.02047, 5.37982, -0.35697], [-2.70980, 4.85382, -0.78302], [-2.41329, 5.65073, 0.48052], [2.63996, 3.40232, 7.65352], [3.16843, 3.24658, 6.86555], [1.84061, 3.80831, 7.30119], [3.58223, 2.80038, -2.33974], [4.39985, 2.47711, -1.93526], [3.76051, 3.72035, -2.56133], [5.39419, 3.51217, 6.37619], [6.29538, 3.22230, 6.19329], [5.48734, 4.23889, 7.00060], [-9.14987, 5.76368, -2.86386], [-9.26966, 4.87823, -2.49602], [-9.46576, 5.70244, -3.76962], [-2.83509, -8.76889, -1.86161], [-2.32459, -9.31632, -2.46713], [-3.00871, -9.33327, -1.10329], [-2.10624, 6.49317, 2.15011], [-1.94390, 7.14321, 2.85015], [-1.26551, 6.42693, 1.68316], [-6.22825, 6.67807, -2.38672], [-5.70397, 6.29547, -1.67458], [-7.14661, 6.46724, -2.17349], [-1.98510, 7.79722, 5.09182], [-1.41026, 7.47755, 5.79649], [-2.87226, 7.54512, 5.36659], [7.88519, 2.21921, 7.78403], [8.36232, 2.16566, 8.61742], [7.00301, 1.89125, 7.99164], [5.43238, 2.39881, -4.92313], [4.87507, 1.75024, -5.36435], [4.87240, 2.76983, -4.23183], [2.58257, 4.14901, -6.22606], [3.18017, 3.81923, -5.55065], [1.69081, 3.89885, -5.94812], [3.44158, 2.80714, 3.98632], [3.95151, 3.02681, 4.77679], [3.84985, 3.33497, 3.29430], [4.25531, -11.17074, -0.11990], [4.74260, -11.43858, 0.66584], [3.34024, -11.41231, 0.05384], [-2.17886, 6.74904, -4.89105], [-2.12025, 6.30527, -5.74216], [-1.65631, 7.55064, -4.99127], [-0.96431, 6.86524, 8.41785], [-0.34995, 6.23096, 8.02709], [-1.19058, 6.49149, 9.27368]]}

***

{"formula": "C16H11BCl3N2O", "method": "the ωB97M-V functional and the def2-TZVPD basis", "de_lowest_ev": 0.0000, "homo_energy_ev": -6.40, "total_energy_ev": -60047.9151, "charge": -1, "spin_multiplicity": 1, "lumo_energy_ha": 0.084, "homo_lumo_gap_ev": 8.6822, "elements": ["C", "C", "N", "C", "C", "C", "C", "C", "N", "C", "C", "H", "H", "H", "H", "H", "Cl", "B", "Cl", "Cl", "O", "C", "C", "C", "C", "C", "C", "C", "H", "H", "H", "H", "H", "H"], "coordinates": [[-2.59276, -0.75789, 2.47640], [-3.58999, 0.24253, 2.23705], [-4.52167, 0.93034, 2.08644], [-1.23251, -0.35854, 1.95897], [-0.31210, -1.39578, 1.73847], [0.99270, -1.15286, 1.35402], [1.45354, 0.16064, 1.16325], [2.84853, 0.43622, 0.95076], [3.98304, 0.69694, 0.91976], [0.52127, 1.20466, 1.26009], [-0.81632, 0.96202, 1.60610], [-2.88829, -1.79394, 1.97549], [-0.65574, -2.40220, 1.94934], [1.67185, -1.98677, 1.24360], [0.90395, 2.21133, 1.07476], [-1.48638, 1.82664, 1.60145], [-1.80874, -4.77627, 5.06206], [-3.16310, -3.59435, 4.50134], [-3.73511, -3.88712, 2.70476], [-4.64962, -3.86171, 5.63808], [-2.61200, -2.28443, 4.62445], [-3.12023, -1.14612, 4.10064], [-2.86761, 0.05245, 4.98823], [-3.83891, 1.04166, 5.09280], [-3.56544, 2.19366, 5.83872], [-2.31775, 2.31531, 6.50684], [-1.41246, 1.23550, 6.48817], [-1.71800, 0.07431, 5.76908], [-4.19186, -1.28255, 3.79911], [-4.75241, 0.90355, 4.55554], [-4.30619, 2.96399, 5.88651], [-2.11512, 3.22172, 7.06552], [-0.49333, 1.32495, 7.04574], [-1.04415, -0.76271, 5.80817]]}

***

{"formula": "C16H11Cl6O4S", "method": "the ωB97M-V functional and the def2-TZVPD basis", "de_lowest_ev": 0.0000, "homo_energy_ev": -3.60, "total_energy_ev": -110930.9417, "charge": -1, "spin_multiplicity": 1, "lumo_energy_ha": 0.072, "homo_lumo_gap_ev": 5.5530, "elements": ["Cl", "C", "Cl", "C", "O", "C", "Cl", "C", "Cl", "C", "Cl", "C", "Cl", "C", "C", "O", "C", "C", "S", "C", "C", "C", "C", "C", "C", "O", "O", "H", "H", "H", "H", "H", "H", "H", "H", "H", "H", "H"], "coordinates": [[0.44225, -0.49626, 0.35423], [1.87434, -5.15991, -0.30457], [1.33907, -4.72394, -1.85045], [3.20365, -4.63787, 0.06096], [3.89603, -4.03185, -0.75638], [3.62460, -4.83515, 1.46558], [5.23323, -4.47209, 1.84341], [2.74149, -5.36637, 2.39215], [3.29196, -5.74477, 3.98482], [1.36764, -5.52209, 2.05387], [0.23579, -5.79626, 3.31203], [0.96293, -5.50299, 0.68729], [-0.63936, -5.93960, 0.22202], [-2.14059, -0.57287, -3.81976], [-2.47279, -0.13497, -2.40908], [-1.26458, 0.41087, -1.79743], [-1.47086, 1.04559, -0.62213], [-0.16898, 1.11321, 0.17048], [-0.43943, 1.90137, 1.82212], [-0.48913, 3.57519, 1.16694], [-1.74556, 4.14381, 0.92178], [-1.80842, 5.50734, 0.64944], [-0.61603, 6.23970, 0.54564], [0.63331, 5.60401, 0.57890], [0.70071, 4.24133, 0.87180], [0.80930, 1.71144, 2.62290], [-2.53990, 1.46584, -0.21576], [-3.02234, -1.07573, -4.23233], [-1.89934, 0.29208, -4.45564], [-1.29328, -1.27787, -3.86689], [-3.23584, 0.65566, -2.38931], [-2.81271, -1.01718, -1.83685], [0.60247, 1.72012, -0.31228], [-2.63914, 3.52138, 0.96587], [-2.78600, 5.97808, 0.51206], [-0.67180, 7.31710, 0.38943], [1.55260, 6.16276, 0.37764], [1.64471, 3.70090, 0.89748]]}